Record 1
{"formula": "C41H68ClFN4O17", "method": "ωB97M-V/def2-TZVPD", "charge": 0, "smiles": "[H]/N=C/C[C@](C)(OCCNC[C@@H](C)O)O[C@@H](CCCCCCOC(C)=O)[C@H](NCl)C(=O)NC(=O)F.O=C1CCCO1.O=C1CCCO1.O=C1CCCO1.O=C1CCCO1.O=C1CCCO1", "homo_ha": -0.3186, "largest_force_ha_per_bohr": 0.065, "e_above_lowest_kcal_mol": 0.0, "gap_ev": 9.0, "total_energy_ha": -3661.24130, "e_lumo_ev": 0.38, "species": ["H", "N", "C", "C", "C", "C", "O", "C", "C", "N", "C", "C", "C", "O", "O", "C", "C", "C", "C", "C", "C", "C", "O", "C", "C", "O", "C", "N", "Cl", "C", "O", "N", "C", "O", "F", "H", "H", "H", "H", "H", "H", "H", "H", "H", "H", "H", "H", "H", "H", "H", "H", "H", "H", "H", "H", "H", "H", "H", "H", "H", "H", "H", "H", "H", "H", "H", "H", "H", "H", "H", "H", "H", "O", "C", "C", "C", "C", "O", "H", "H", "H", "H", "H", "H", "O", "C", "C", "C", "C", "O", "H", "H", "H", "H", "H", "H", "O", "C", "C", "C", "C", "O", "H", "H", "H", "H", "H", "H", "O", "C", "C", "C", "C", "O", "H", "H", "H", "H", "H", "H", "O", "C", "C", "C", "C", "O", "H", "H", "H", "H", "H", "H"], "xyz": [[-0.962893, 3.199923, -3.176080], [-1.724308, 2.824350, -2.619004], [-1.257141, 2.270072, -1.584388], [-2.162445, 1.624238, -0.592392], [-1.871316, 0.102246, -0.528116], [-2.008621, -0.431107, -1.952008], [-2.817114, -0.623432, 0.221184], [-3.396218, -0.006389, 1.355497], [-4.774693, 0.602234, 1.133952], [-5.442690, 0.906720, 2.401427], [-4.724256, 1.878681, 3.220831], [-3.968442, 1.280776, 4.377884], [-3.287113, 2.340930, 5.262319], [-4.880076, 0.509592, 5.176327], [-0.530768, -0.182427, -0.171919], [-0.172036, 0.229163, 1.129568], [-0.482741, -0.865012, 2.172333], [-0.293177, -2.286050, 1.648378], [0.225363, -3.165728, 2.802662], [-0.946915, -3.775300, 3.597139], [-0.609633, -4.065390, 5.058916], [-1.335555, -3.158141, 6.034817], [-1.283786, -1.755217, 5.710527], [-0.143518, -1.132583, 5.992098], [-0.166458, 0.338959, 5.678598], [0.851026, -1.662047, 6.449761], [1.378403, 0.413574, 1.144042], [1.849582, 1.255755, 2.227993], [1.218819, 2.862121, 2.199725], [1.958429, 0.765267, -0.210934], [2.212180, -0.125004, -1.004569], [2.239926, 2.120351, -0.556280], [2.970997, 2.145594, -1.780859], [4.183167, 2.075729, -1.889961], [2.177463, 2.315841, -2.845681], [-0.185596, 2.232932, -1.399681], [-3.156266, 1.724184, -1.005729], [-2.063775, 2.113032, 0.372775], [-1.078417, -0.341283, -2.499411], [-2.321111, -1.468460, -1.934830], [-2.746101, 0.135397, -2.505083], [-2.735176, 0.682820, 1.869306], [-3.570486, -0.814993, 2.068608], [-5.392322, -0.076542, 0.558037], [-4.707863, 1.541412, 0.591795], [-5.524898, 0.039280, 2.917472], [-3.962514, 2.369992, 2.614525], [-5.371707, 2.680522, 3.567951], [-3.197095, 0.586799, 4.041314], [-3.329430, 3.345365, 4.851257], [-3.713906, 2.272950, 6.239791], [-2.234267, 2.103168, 5.378168], [-4.337800, -0.014778, 5.765588], [-0.666904, 1.140160, 1.455341], [0.252373, -0.724631, 2.964378], [-1.449308, -0.717881, 2.640341], [0.399447, -2.344193, 0.818137], [-1.258149, -2.703910, 1.388198], [0.836534, -2.587355, 3.495068], [0.862638, -3.959433, 2.425304], [-1.248303, -4.683380, 3.085035], [-1.779816, -3.077812, 3.556526], [0.457644, -4.095090, 5.248507], [-0.985126, -5.057654, 5.304335], [-1.004476, -3.336637, 7.049964], [-2.390438, -3.399795, 5.996100], [-0.296668, 0.906180, 6.591082], [0.744944, 0.622625, 5.173032], [-1.007066, 0.544530, 5.021831], [1.781910, -0.571251, 1.351314], [1.663655, 0.845829, 3.130522], [2.871914, 2.534657, 0.122296], [-0.550031, 0.262335, -5.052790], [0.106240, 0.860904, -5.850330], [0.893619, 2.137422, -5.622277], [1.172439, 2.613001, -7.047263], [1.203942, 1.299157, -7.815521], [0.277584, 0.437188, -7.126666], [1.808750, 1.890260, -5.088305], [0.309129, 2.854963, -5.055035], [2.087451, 3.192535, -7.151965], [0.343262, 3.229254, -7.398374], [2.187739, 0.828723, -7.800549], [0.888766, 1.410174, -8.848973], [2.590243, -0.749837, -9.917425], [2.583543, -1.879970, -9.521332], [1.873872, -2.419757, -8.295557], [2.546817, -3.777165, -8.101732], [2.939640, -4.140222, -9.526778], [3.211879, -2.882620, -10.174519], [0.811119, -2.514259, -8.521377], [2.013672, -1.758941, -7.445730], [1.913798, -4.524046, -7.627917], [3.441925, -3.658797, -7.489658], [2.131942, -4.637866, -10.067213], [3.828926, -4.763588, -9.573406], [-2.685135, 2.876877, 8.066661], [-3.529740, 2.648892, 8.880948], [-3.985028, 3.542218, 10.017959], [-4.763838, 2.572160, 10.904703], [-5.272407, 1.557098, 9.889879], [-4.260742, 1.509468, 8.867273], [-4.622992, 4.327451, 9.609988], [-3.131898, 3.980940, 10.526441], [-5.560331, 3.037136, 11.481660], [-4.082018, 2.086642, 11.604256], [-6.213572, 1.863229, 9.429311], [-5.396396, 0.563866, 10.313754], [3.829761, 1.418079, -15.833691], [3.706141, 0.915435, -14.756820], [4.812362, 0.473361, -13.816448], [4.069326, -0.426099, -12.830078], [2.673679, 0.177020, -12.846584], [2.501007, 0.691706, -14.183214], [5.230002, 1.356858, -13.331481], [5.588746, -0.055977, -14.360985], [4.506337, -0.459209, -11.836481], [4.036733, -1.446097, -13.216369], [2.569614, 1.002410, -12.140999], [1.899771, -0.556886, -12.642752], [3.588981, -0.937831, 3.838731], [4.220959, -1.073019, 4.847260], [3.676353, -1.241490, 6.249295], [4.905048, -0.961152, 7.112559], [6.039069, -1.402879, 6.196902], [5.573879, -1.130713, 4.862588], [3.315974, -2.261971, 6.365259], [2.873066, -0.542972, 6.431162], [4.901499, -1.474359, 8.072168], [4.982260, 0.110065, 7.305735], [6.247276, -2.471960, 6.278775], [6.960473, -0.852191, 6.370373]], "forces_ev_per_a": [[0.0742, 0.0534, -0.1427], [-0.2044, 0.1122, 0.0117], [0.2697, 0.1777, -0.0730], [0.3140, -0.5815, -0.0756], [-0.3281, -0.0150, -1.6889], [0.0973, -0.1227, -0.0299], [0.1631, 0.5313, 0.3762], [-0.5858, -0.7484, 0.3139], [0.0425, 0.6313, 0.2790], [0.1947, -0.1891, -0.2561], [0.3162, -0.2089, -0.3074], [0.1772, 0.2264, 1.0094], [0.2893, -0.5250, -0.8835], [-0.2245, 0.0356, -0.4239], [-0.5263, 0.6643, 0.5766], [0.4696, -1.0807, 0.2815], [0.5012, 0.3411, -0.2991], [0.2526, -0.3505, 1.2792], [-0.4588, -0.0948, 0.1349], [0.6977, 0.2352, -0.1421], [-0.4176, -0.3204, 0.0719], [-0.1235, -0.3783, -0.1630], [0.0348, -0.0649, 0.1217], [1.3585, 0.3022, 0.2378], [-0.8197, -0.4271, -0.4605], [-1.0723, -0.1992, -0.1053], [-0.7671, 0.3803, 0.1673], [0.7077, 0.1666, -0.5458], [-0.3304, 0.0599, 0.3571], [0.4851, -1.2913, -1.0126], [-0.5241, 1.1159, 0.7169], [0.6678, -0.4236, -0.5518], [2.9936, -0.2447, -0.3293], [-3.3115, 0.4703, 0.1582], [0.1838, -0.1860, 0.6011], [0.1145, -0.0528, 0.1623], [-0.3655, 0.1721, 0.2736], [-0.1427, 0.1632, 0.1195], [0.1935, 0.0069, -0.0385], [0.0761, -0.2064, 0.1092], [-0.2550, 0.0821, -0.0680], [0.1723, 0.2758, -0.1750], [0.1310, -0.2121, 0.0917], [-0.0787, -0.1881, -0.1450], [0.0015, 0.0627, -0.2795], [-0.2534, 0.0622, 0.2656], [0.0177, 0.1927, -0.2050], [-0.3034, -0.0296, 0.2303], [0.0363, -0.0929, -0.4501], [-0.2680, 0.1779, 0.0439], [-0.3186, 0.3318, 0.3395], [0.0964, 0.1102, 0.0843], [0.0102, -0.1658, 0.2869], [0.1225, 0.3672, -0.3189], [0.0039, 0.1242, 0.2891], [-0.1215, -0.1184, -0.0162], [-0.0764, 0.2069, -0.3394], [-0.1101, 0.0467, -0.7101], [0.2017, 0.1389, -0.0541], [0.1027, -0.2119, -0.0442], [-0.2359, -0.1358, -0.0305], [-0.2467, 0.0599, -0.0206], [0.2040, 0.1989, -0.0603], [0.0589, -0.2138, 0.1452], [0.2462, 0.2217, 0.2296], [-0.2795, 0.1355, -0.0581], [0.0759, 0.1528, 0.2132], [0.3480, 0.0486, 0.1116], [-0.0208, 0.1290, -0.0267], [0.3325, -0.1441, 0.0282], [-0.0378, -0.0097, 0.1463], [-0.3272, 0.1451, 0.4538], [-0.1521, -0.1600, -0.0381], [0.1900, 0.0805, 0.2902], [-0.1050, 0.1877, -0.6312], [-0.0081, 0.0440, 0.1486], [0.0937, 0.2197, -0.0676], [-0.0197, 0.0189, -0.0532], [-0.0268, -0.0177, 0.0762], [0.0400, -0.1211, 0.2230], [0.0396, -0.0699, -0.0168], [0.0024, -0.0143, -0.0269], [0.0057, 0.0113, -0.0197], [-0.0618, -0.2018, -0.0073], [0.1838, 0.0768, -0.1340], [-0.3887, 0.0436, 0.1282], [0.4433, -0.3592, 0.0824], [-0.0864, 0.0614, 0.0681], [-0.0154, -0.1882, 0.1275], [0.0488, -0.0029, 0.0037], [-0.0274, 0.1247, 0.0380], [-0.2185, 0.1536, -0.0696], [-0.0239, -0.0177, -0.0644], [0.0095, -0.0231, -0.0105], [-0.0176, 0.0368, -0.0068], [0.0655, 0.1016, -0.1396], [0.2583, -0.0969, 0.2751], [-0.0402, 0.3460, -0.0324], [-0.1091, -0.4054, 0.3304], [0.0258, 0.1300, 0.0206], [-0.1324, 0.0031, 0.1533], [0.0289, -0.0682, 0.0614], [0.0758, 0.0509, -0.0362], [0.0348, 0.1677, -0.1790], [-0.0466, -0.0171, -0.0557], [-0.0159, -0.0210, -0.0007], [0.0180, 0.0247, -0.0234], [0.0742, -0.0724, -0.1420], [-0.1397, -0.0142, -0.1516], [0.2471, 0.2047, 0.0715], [-0.2887, -0.4591, 0.1759], [0.2108, 0.0676, -0.0389], [0.0370, -0.0980, 0.1388], [0.0019, -0.0691, 0.0123], [0.0523, 0.0256, -0.0729], [0.0996, 0.2213, -0.0957], [-0.0863, 0.0399, 0.0425], [-0.0286, -0.0057, 0.0189], [0.0154, -0.0021, 0.0027], [-0.1091, 0.0809, -0.1083], [-0.0028, 0.1599, -0.2404], [-0.2235, -0.2630, 0.1651], [0.7847, 0.3789, 0.2072], [-0.0845, -0.0451, -0.0129], [0.0585, 0.0121, 0.2084], [-0.0596, 0.0458, -0.0373], [-0.1599, 0.0317, -0.0360], [-0.2351, -0.1639, -0.0668], [0.0404, -0.0583, -0.0387], [0.0320, -0.0039, 0.0015], [-0.0329, -0.0042, -0.0208], [0.0269, 0.0092, -0.1842]]}

Record 2
{"formula": "C4H16NO3", "method": "ωB97M-V/def2-TZVPD", "charge": 1, "homo_ha": -0.5298, "largest_force_ha_per_bohr": 0.045, "e_above_lowest_kcal_mol": 22.4, "gap_ev": 11.5, "total_energy_ha": -442.22894, "e_lumo_ev": -2.87, "species": ["C", "O", "C", "C", "C", "N", "H", "H", "H", "H", "H", "H", "H", "H", "H", "H", "H", "H", "H", "H", "O", "H", "H", "O"], "xyz": [[-0.116494, 1.188248, -0.714518], [-1.415332, 1.784819, -0.478609], [-0.258114, -0.210111, -0.133160], [1.052832, -1.022757, -0.055907], [0.775128, -2.440835, 0.496644], [-0.776421, -0.066926, 1.330076], [-0.123002, 1.061204, -1.788548], [0.659264, 1.719786, -0.166553], [-1.406443, 2.703701, -0.772275], [-1.075221, -0.718319, -0.619769], [1.246559, -1.212413, -1.113699], [1.838326, -0.488038, 0.469764], [0.658275, -2.394031, 1.582837], [-0.172879, -2.816378, 0.092850], [1.509046, -3.156591, 0.130104], [-0.217478, 0.642956, 1.864586], [-0.691677, -0.947875, 1.828332], [-1.739546, 0.258042, 1.259970], [1.098251, 2.305139, 1.886293], [2.181311, 1.307421, 2.451944], [1.257062, 1.404395, 2.193995], [0.336521, -1.026911, -2.970976], [-1.188279, -0.674836, -3.365142], [-0.559228, -0.855939, -2.665058]], "forces_ev_per_a": [[-2.0137, -0.4765, 0.5301], [0.2514, 0.2811, 0.5736], [0.7250, 0.2325, 1.9913], [-1.7852, -0.9220, -1.1580], [-0.4954, 0.6244, -0.1674], [0.1489, 0.9551, -0.4843], [1.3700, 0.2217, -0.0715], [0.2925, 0.1661, -0.7087], [-0.0501, -0.1392, -0.0217], [0.1959, -0.2919, -0.1836], [0.8221, 0.4524, 0.1662], [0.0981, -0.0041, -0.2445], [0.4684, -0.5899, -0.0085], [0.0197, 0.1784, 0.0110], [0.2620, 0.0893, 0.6494], [-0.1792, -0.7175, -0.4396], [-0.3175, -0.1083, -0.0675], [-0.0688, -0.1249, 0.2668], [0.4788, 0.0836, 0.2921], [-0.0948, 0.2581, 0.0361], [-0.0114, 0.2087, 0.0032], [-0.4227, 0.0237, -0.7987], [0.4126, -0.1724, -0.5549], [-0.1070, -0.2283, 0.3892]]}

Q: What is the formula in the second record?
A: C4H16NO3